(1)
9
Properties=species:S:1:pos:R:3 method="wB97M-V/def2-TZVPD" charge=0 homo_lumo_gap_ev=7.283 e_above_lowest_kcal_mol=100.8 spin_multiplicity=1 lumo_ev=-1.7921
O -0.96542 -0.59709 -0.25154
Si -1.56330 0.28501 0.94412
Si 1.58585 -0.31763 -1.10528
Br 2.76488 -2.17459 -0.74511
Br 2.47572 1.29372 0.05681
H -2.95378 0.49321 0.28307
H -2.04905 -0.34974 2.17013
H -0.57571 1.36039 1.08905
H 1.28080 0.00672 -2.44125

(2)
258
Properties=species:S:1:pos:R:3 method="wB97M-V/def2-TZVPD" charge=+5 homo_lumo_gap_ev="3.538 / 7.498" spin_multiplicity=2 lumo_ev="-8.3137 / -8.3139"
O -1.22174 15.27615 -22.95672
C -2.33413 15.03841 -23.44932
O -2.53416 14.06315 -24.29019
B -3.94161 14.07711 -24.72537
O -4.61918 15.12409 -23.97104
C -3.69753 15.70720 -23.20522
O -3.76050 16.73005 -22.49926
O -4.57907 12.76465 -24.61745
C -4.80707 12.26830 -25.82922
O -5.33827 11.21187 -26.10016
C -4.35935 13.27901 -26.86769
O -3.94667 14.33375 -26.22879
O -4.56506 13.24602 -28.07187
C 3.09454 15.12249 -22.69186
C 2.45510 14.10305 -23.62293
C 2.52992 14.73995 -24.91956
N 2.39936 13.80138 -26.17436
C 1.16784 12.82278 -25.99884
C -0.15970 13.56573 -26.14725
C -0.26372 14.39339 -27.43880
C 0.92150 15.28263 -27.66008
C 2.28221 14.64349 -27.46967
C 3.71661 12.96048 -26.33119
H 2.92584 14.76011 -21.67779
H 2.65546 16.09505 -22.91421
H 4.18432 15.13182 -22.67204
H 1.38714 14.01509 -23.42345
H 3.01563 13.17734 -23.49265
H 3.52623 15.14516 -25.09637
H 1.83669 15.56868 -25.06351
H 1.34431 12.16895 -25.14475
H 1.31704 12.10079 -26.80168
H -0.16943 14.24932 -25.29830
H -1.00901 12.88299 -26.12185
H -1.15888 15.00665 -27.54212
H -0.27433 13.73535 -28.30769
H 0.78931 16.04779 -26.89511
H 0.95732 15.79785 -28.61995
H 3.01621 15.44114 -27.35519
H 2.42497 14.01927 -28.35175
H 3.52148 12.04999 -26.89778
H 4.07939 12.79411 -25.31690
H 4.47419 13.51197 -26.88798
C -4.03086 17.58122 -19.52573
C -2.57510 17.14945 -19.62344
C -2.27766 16.19667 -18.45814
N -0.89172 15.55377 -18.36875
C 0.24034 16.62045 -18.28160
C 0.25063 17.42492 -16.95504
C 0.40521 16.44404 -15.74618
C -0.68966 15.38520 -15.74521
C -0.81282 14.63154 -17.07450
C -0.70983 14.81526 -19.70495
H -4.32737 18.23331 -20.34728
H -4.27301 18.05952 -18.57668
H -4.60621 16.68482 -19.75715
H -1.92394 18.00729 -19.45554
H -2.35496 16.75017 -20.61350
H -2.98488 15.36896 -18.40497
H -2.34822 16.77346 -17.53595
H 0.08833 17.29561 -19.12371
H 1.13553 16.05909 -18.54919
H -0.63338 18.06118 -16.99740
H 1.13489 18.06102 -16.91551
H 0.35410 17.01493 -14.81905
H 1.40152 16.00254 -15.72257
H -1.65744 15.74084 -15.39162
H -0.35457 14.67024 -14.99377
H -1.70651 14.03271 -16.89897
H -0.02568 13.89637 -17.24198
H -0.40199 15.44036 -20.54315
H -1.58693 14.18664 -19.85867
H 0.06387 14.04791 -19.67881
C -8.11943 7.61098 -22.68067
C -7.60446 7.48523 -24.24512
C -8.67149 7.81485 -25.32933
N -8.22533 7.64300 -26.82658
C -9.47663 7.97789 -27.67503
C -9.36623 7.58910 -29.15910
C -8.92823 6.17250 -29.46241
C -7.67957 5.80730 -28.58272
C -7.76438 6.18940 -27.09729
C -7.15457 8.61375 -27.18811
H -8.39586 8.61455 -22.35737
H -7.42807 7.13981 -21.98201
H -9.07590 7.09938 -22.57323
H -7.12185 6.50972 -24.30487
H -6.76503 8.16998 -24.36594
H -9.10116 8.81430 -25.26181
H -9.52677 7.14177 -25.26966
H -10.31801 7.40289 -27.28828
H -9.58617 9.06123 -27.72472
H -10.28382 7.79142 -29.71155
H -8.59462 8.21032 -29.61386
H -9.69541 5.41406 -29.30641
H -8.70026 6.05297 -30.52158
H -7.63310 4.72161 -28.49770
H -6.74153 6.20031 -28.97479
H -8.50244 5.47070 -26.74117
H -6.85727 5.87850 -26.57902
H -6.32291 8.28828 -26.56321
H -7.44986 9.63110 -26.93139
H -6.78555 8.50306 -28.20775
C -7.45252 11.56400 -23.13571
C -8.29365 12.85030 -22.74142
C -7.48550 13.89873 -21.95042
N -8.12251 15.28510 -21.77464
C -8.15619 16.03921 -23.15703
C -8.48926 17.54986 -23.03646
C -7.55931 18.28966 -22.03294
C -7.62629 17.52351 -20.69130
C -7.18901 16.10819 -20.87692
C -9.55601 15.27508 -21.25350
H -6.43575 11.74075 -23.48647
H -7.88740 10.98678 -23.95168
H -7.24551 10.87292 -22.31859
H -9.15465 12.40482 -22.24310
H -8.68093 13.20264 -23.69743
H -6.50129 14.00764 -22.40603
H -7.26242 13.50166 -20.96014
H -7.11914 15.93001 -23.47436
H -8.87193 15.44354 -23.72359
H -8.45213 17.93162 -24.05673
H -9.55744 17.65849 -22.84861
H -6.50549 18.30843 -22.31079
H -7.90013 19.32395 -21.98621
H -6.89360 18.02523 -20.05921
H -8.63742 17.72041 -20.33500
H -6.22572 16.09112 -21.38669
H -7.25501 15.61997 -19.90462
H -10.05690 16.24297 -21.27350
H -9.52867 15.04524 -20.18836
H -10.25352 14.68646 -21.84942
C -7.50872 16.61666 -29.50497
C -6.59738 15.74569 -30.41698
C -5.43952 16.63965 -30.93257
N -4.29458 15.78035 -31.53363
C -3.19923 16.83180 -31.84559
C -1.88404 16.14126 -32.34811
C -1.42781 15.11715 -31.31838
C -2.42005 14.04088 -30.94122
C -3.74615 14.69336 -30.57540
C -4.81965 15.13699 -32.85245
H -7.00419 17.02727 -28.63035
H -8.40098 16.10282 -29.14726
H -7.73426 17.53287 -30.05065
H -7.19895 15.35543 -31.23790
H -6.30837 14.88950 -29.80748
H -5.02555 17.18142 -30.08215
H -5.77243 17.33652 -31.70175
H -2.86077 17.36760 -30.95876
H -3.51387 17.53795 -32.61401
H -1.05828 16.80104 -32.61438
H -2.14259 15.62302 -33.27150
H -1.24022 15.64920 -30.38574
H -0.43250 14.70821 -31.49220
H -2.00447 13.47504 -30.10742
H -2.53193 13.44150 -31.84472
H -3.66575 15.15211 -29.58990
H -4.51504 13.94073 -30.40090
H -5.14366 15.93874 -33.51601
H -5.63013 14.42175 -32.71218
H -3.94966 14.67312 -33.31725
C -7.84683 13.55397 -26.91530
C -9.39591 13.86914 -26.92937
C -10.03172 13.01932 -27.98959
N -11.56282 13.06719 -27.92302
C -12.12204 12.55340 -29.28322
C -11.89557 10.99392 -29.43015
C -12.34619 10.20699 -28.22745
C -11.95741 10.83913 -26.80359
C -12.10217 12.32688 -26.65154
C -12.02709 14.52175 -27.68945
H -7.36370 13.57378 -27.89218
H -7.62386 12.62753 -26.38606
H -7.26536 14.23421 -26.29299
H -9.45113 14.92652 -27.18824
H -9.78653 13.83464 -25.91235
H -9.71333 11.97773 -28.03235
H -9.73515 13.43496 -28.95260
H -11.56919 13.18829 -29.97559
H -13.15277 12.90218 -29.34690
H -10.85750 10.72937 -29.63151
H -12.47121 10.51808 -30.22406
H -11.94569 9.19410 -28.26949
H -13.43176 10.11496 -28.19310
H -10.94111 10.58139 -26.50558
H -12.57764 10.29735 -26.08951
H -11.52205 12.63549 -25.78187
H -13.13172 12.64193 -26.48162
H -11.53646 15.14433 -28.43764
H -11.69394 14.83976 -26.70153
H -13.10963 14.46356 -27.80263
C -0.02570 18.36925 -21.74953
C -0.75428 19.23275 -22.80948
C -0.74037 18.48293 -24.19254
N -1.21570 19.45391 -25.35616
C -2.59697 20.20596 -25.14637
C -3.74374 19.20106 -24.94355
C -3.80293 18.38419 -26.28686
C -2.53795 17.59520 -26.61474
C -1.29274 18.53967 -26.60042
C -0.16449 20.49910 -25.66675
H -0.18818 18.79136 -20.75780
H 1.01852 18.32496 -22.05897
H -0.33073 17.32448 -21.69013
H -0.20254 20.17238 -22.83719
H -1.76249 19.53155 -22.52259
H -1.39550 17.61311 -24.14432
H 0.28031 18.23768 -24.48609
H -2.40292 20.77309 -24.23597
H -2.65812 20.82255 -26.04313
H -3.50055 18.52263 -24.12583
H -4.65256 19.76411 -24.73112
H -4.52128 17.57737 -26.14150
H -4.06127 18.88489 -27.21994
H -2.43559 16.67944 -26.03249
H -2.69855 17.19538 -27.61596
H -0.38815 17.94570 -26.73086
H -1.26735 19.24566 -27.43050
H -0.42433 21.04227 -26.57535
H 0.76586 19.99156 -25.92157
H -0.09509 21.22912 -24.86029
C 0.06497 5.80144 -25.96816
C 0.09430 7.15302 -25.31639
C -1.22020 7.31048 -24.47352
N -1.69578 8.74671 -24.32337
C -0.54989 9.57061 -23.72863
C -1.16832 10.97966 -23.30856
C -2.51376 10.93251 -22.50977
C -3.59165 10.06221 -23.14189
C -3.00930 8.66491 -23.47526
C -1.96186 9.38906 -25.70861
H 0.99197 5.63817 -26.51781
H -0.76841 5.80160 -26.67070
H -0.03426 4.97791 -25.26102
H 0.28239 7.93519 -26.05187
H 0.89044 7.22459 -24.57534
H -1.07580 6.99274 -23.44090
H -2.03987 6.76689 -24.94335
H -0.15739 8.95303 -22.92077
H 0.33786 9.69219 -24.34930
H -0.45583 11.51821 -22.68372
H -1.26234 11.62962 -24.17850
H -2.33011 10.50614 -21.52357
H -2.84151 11.95265 -22.30984
H -4.37535 9.99002 -22.38776
H -4.19820 10.31892 -24.01040
H -2.76787 8.05961 -22.60151
H -3.69157 8.05536 -24.06775
H -2.53092 10.30859 -25.57171
H -2.59190 8.78405 -26.36059
H -1.05903 9.53465 -26.30174
B -4.48097 13.05686 -19.91268
F -5.49860 13.43166 -19.02423
F -4.87478 12.05395 -20.67945
F -4.17460 14.21549 -20.67566
F -3.41246 12.60822 -19.19102

(3)
10
Properties=species:S:1:pos:R:3 method="wB97M-V/def2-TZVPD" charge=0 homo_lumo_gap_ev=9.955 e_above_lowest_kcal_mol=8.4 smiles=N[C@@H](I)C(F)(F)F spin_multiplicity=1 lumo_ev=0.2128
N 0.26554 0.06631 -0.12796
C -0.90266 -0.45004 0.41735
I -2.73305 0.50256 -0.19345
C -1.00302 -1.97131 0.08330
F -1.81356 -2.72581 0.81789
F -1.39461 -2.11916 -1.19763
F 0.17566 -2.60331 0.28381
H 1.11708 -0.05360 0.46330
H 0.24912 0.60498 -1.01721
H -0.96825 -0.27436 1.52404